This record from the OMol25 dataset describes C3H6INO2S as an isolated structure at a distorted geometry. The level of theory is ωB97M-V/def2-TZVPD.

Computed properties:
* energy relative to the best compared isomer or geometry (same formula, charge and spin): 142.0 kJ/mol
* largest force on an atom: 4.0 eV/Å
* HOMO level: -9.2 eV
* Kohn-Sham gap: 0.3382 Eh
* 2S+1: 1

```
14
Properties=species:S:1:pos:R:3:forces:R:3
C -0.26440 1.36430 0.33884 -1.16 -2.54 -2.92
O -1.23091 -1.88260 -0.67572 -1.60 -1.36 1.47
N -0.27152 0.31801 1.28298 -0.13 -0.05 0.45
H -0.81962 0.31657 2.13419 0.15 0.20 -0.45
H 0.06487 0.86811 -2.22363 -0.38 -1.09 2.40
H -1.55312 0.36568 -1.62101 1.24 -0.30 1.11
C -0.46909 0.38829 -1.28152 0.77 2.84 0.09
O 0.96340 -1.94721 -1.61193 1.57 0.18 0.28
C 0.64469 -0.72726 1.02561 -0.16 -0.94 -0.71
H 0.60286 -1.57970 1.71899 -0.41 0.31 -0.32
H -1.16859 2.02720 0.40215 1.47 -0.28 0.12
H 1.69251 -0.39522 0.97791 -0.30 -0.13 -0.36
S 0.05598 -1.28978 -0.73008 -0.74 2.18 -0.94
I 1.75293 2.17361 0.26322 -0.32 0.96 -0.21
```
Positions in Å, forces in eV/Å.

This record from the OMol25 dataset describes one molecule with the formula C3H6INS at a distorted geometry. The level of theory is ωB97M-V/def2-TZVPD.

Computed properties:
* energy relative to the best compared isomer or geometry (same formula, charge and spin): 0.0 kJ/mol
* largest force on an atom: 3.6 eV/Å
* SMILES: CC/C=N/SI
* HOMO level: -8.5 eV
* Kohn-Sham gap: 0.2884 Eh
* 2S+1: 1

```
12
Properties=species:S:1:pos:R:3:forces:R:3
H -1.78617 -0.90148 0.10452 -1.02 0.05 -0.33
H -0.69747 1.71870 -0.18300 -1.78 1.45 0.60
S -1.56395 -3.01093 2.10636 -0.93 -0.63 0.28
I -0.18934 -4.27932 3.63404 -0.04 0.35 -0.21
H 0.51900 1.49150 -1.26474 2.04 0.84 -1.26
H -0.77922 0.42711 -1.37153 -2.39 -0.96 -2.54
C 0.26753 -0.04841 0.28478 1.66 1.87 -0.79
H 0.63961 0.63506 1.07716 -0.08 -1.13 0.23
N -0.66203 -1.75427 1.64101 0.38 0.61 -0.40
C -0.22271 0.99891 -0.75436 1.25 -1.60 2.65
C -0.92375 -0.90088 0.72708 3.16 -0.92 0.62
H 1.23898 -0.54101 -0.16618 -2.24 0.07 1.15
```
Positions in Å, forces in eV/Å.

This record from the OMol25 dataset describes C3H6IrO3 as an isolated structure at a distorted geometry. The level of theory is ωB97M-V/def2-TZVPD.

Computed properties:
* total charge: +3
* energy relative to the best compared isomer or geometry (same formula, charge and spin): 68.7 kJ/mol
* largest force on an atom: 8.8 eV/Å
* HOMO level (spin up / spin down): -24.9 / -25.4 eV
* Kohn-Sham gap (spin up / spin down): 0.3508 / 0.1884 Eh
* 2S+1: 5

```
13
Properties=species:S:1:pos:R:3:forces:R:3
Ir -2.40562 -2.22818 -1.84085 -4.80 -6.00 -4.21
H -0.06286 -0.18539 -2.23882 -2.77 -1.65 -1.48
H -0.52857 0.12639 1.53171 -0.53 -0.53 0.99
C 0.33991 0.08107 0.86658 0.86 4.00 -1.73
O -1.04176 -0.73493 -2.15889 2.87 4.30 -1.12
C -1.21776 -0.52171 -0.86152 5.72 -0.95 0.10
H 0.81362 -0.90381 0.93415 0.38 -1.05 0.62
O -0.18391 0.19683 -0.51185 -0.55 1.11 2.76
H 1.75648 1.08052 2.07304 0.12 0.01 -0.09
H 2.11464 1.18878 0.33548 0.97 1.28 -1.23
C 1.30825 1.20930 1.07921 -1.20 -4.69 2.67
O -1.69319 -1.49030 -0.26019 -0.74 2.33 3.79
H 0.80076 2.18143 1.05194 -0.32 1.85 -1.07
```
Positions in Å, forces in eV/Å.

This record from the OMol25 dataset describes C3H6MnO3 as an isolated structure at a distorted geometry. The level of theory is ωB97M-V/def2-TZVPD.

Computed properties:
* total charge: +1
* energy relative to the best compared isomer or geometry (same formula, charge and spin): 0.0 kJ/mol
* largest force on an atom: 2.5 eV/Å
* HOMO level (spin up / spin down): -13.8 / -14.4 eV
* Kohn-Sham gap (spin up / spin down): 0.3347 / 0.2808 Eh
* 2S+1: 7

```
13
Properties=species:S:1:pos:R:3:forces:R:3
H -2.36114 0.51099 -0.17044 -0.10 -0.34 -0.22
H -1.87661 -1.19311 -0.63478 -0.15 0.30 -0.04
Mn 1.44604 0.71418 -1.21078 0.74 1.52 -0.48
O 1.95992 -0.96706 -0.29165 -0.43 -1.68 1.78
H -1.67710 0.16715 -1.79802 -0.06 -0.07 0.27
C 1.24354 -1.17596 0.73688 0.92 0.75 -1.14
O -0.34755 0.14219 -0.26199 0.29 0.31 0.14
H 1.42728 -2.01570 1.41546 0.34 0.34 0.02
O 1.56393 2.11629 -0.00976 0.13 -0.09 -0.33
H 0.84863 2.64016 0.35171 0.05 0.23 -0.02
H -0.64680 -0.48027 1.70143 0.31 0.23 0.02
C -1.67618 -0.12226 -0.74414 -0.73 0.09 0.31
C 0.09604 -0.33657 0.91608 -1.31 -1.59 -0.29
```
Positions in Å, forces in eV/Å.

Please write out number 1 again, unchanged.
This record from the OMol25 dataset describes C3H6INO2S as an isolated structure at a distorted geometry. The level of theory is ωB97M-V/def2-TZVPD.

Computed properties:
* energy relative to the best compared isomer or geometry (same formula, charge and spin): 142.0 kJ/mol
* largest force on an atom: 4.0 eV/Å
* HOMO level: -9.2 eV
* Kohn-Sham gap: 0.3382 Eh
* 2S+1: 1

```
14
Properties=species:S:1:pos:R:3:forces:R:3
C -0.26440 1.36430 0.33884 -1.16 -2.54 -2.92
O -1.23091 -1.88260 -0.67572 -1.60 -1.36 1.47
N -0.27152 0.31801 1.28298 -0.13 -0.05 0.45
H -0.81962 0.31657 2.13419 0.15 0.20 -0.45
H 0.06487 0.86811 -2.22363 -0.38 -1.09 2.40
H -1.55312 0.36568 -1.62101 1.24 -0.30 1.11
C -0.46909 0.38829 -1.28152 0.77 2.84 0.09
O 0.96340 -1.94721 -1.61193 1.57 0.18 0.28
C 0.64469 -0.72726 1.02561 -0.16 -0.94 -0.71
H 0.60286 -1.57970 1.71899 -0.41 0.31 -0.32
H -1.16859 2.02720 0.40215 1.47 -0.28 0.12
H 1.69251 -0.39522 0.97791 -0.30 -0.13 -0.36
S 0.05598 -1.28978 -0.73008 -0.74 2.18 -0.94
I 1.75293 2.17361 0.26322 -0.32 0.96 -0.21
```
Positions in Å, forces in eV/Å.